A cluster of 2 separate species, C4H6O2 in total in a non-equilibrium geometry. Source: the Open Molecules 2025 dataset; level of theory: ωB97M-V/def2-TZVPD.

Properties
- Gap between HOMO and LUMO: 9.73 eV
- Lowest unoccupied orbital energy: 0.74 eV
- E_HOMO: -8.99 eV
- Relative energy (zero: lowest compared OMol25 entry of this formula, charge and spin): 50.9 kcal per mole
- 2S+1: 1

```
12
C4H6O2, DFT ωB97M-V/def2-TZVPD
C 1.69762 0.45214 -0.74202
C 1.32302 1.41234 0.08927
O 0.97347 2.26877 0.78994
C -0.95767 -0.60308 1.16137
C -1.59523 -0.72677 -0.01101
O -1.09304 -0.64494 -1.26690
H -0.18865 -0.28698 -1.21808
H 1.82039 -0.56074 -0.36805
H 2.08919 0.72879 -1.71688
H 0.11747 -0.45380 1.23782
H -1.52556 -0.65321 2.08901
H -2.66102 -0.93254 -0.04449
```